A 9-piece molecular cluster, C37H51ClO28 overall, computed with wB97M-V/def2-TZVPD.

CARTESIAN COORDINATES (ANGSTROEM)
1 C 2.67696 -3.80428 -0.81910
2 C 1.02141 -3.85748 -1.04211
3 C 0.22785 -3.69234 0.38467
4 C 0.49314 -2.88095 -2.24861
5 C -1.14920 -2.77010 -2.37191
6 C 1.22748 -1.37972 -2.25935
7 O 1.29464 -0.89685 -0.87187
8 C 1.61248 0.53742 -0.78828
9 C 0.72648 1.66752 -1.23580
10 C -0.74199 1.68805 -1.95301
11 C -1.98944 1.14145 -1.05254
12 C -1.58716 0.33770 0.31485
13 Cl -3.13506 2.54218 -0.64149
14 C 1.71943 2.93182 -0.77533
15 O 1.48893 4.25031 -0.79372
16 O 3.00276 2.45147 -0.23336
17 C 3.05463 0.98338 -0.14874
18 O 4.02868 0.15460 0.28471
19 H 3.01802 -4.67317 -0.11142
20 H 2.99796 -2.79477 -0.27743
21 H 3.23577 -3.91132 -1.85900
22 H 0.81204 -4.97480 -1.40711
23 H 0.38556 -4.62021 1.11926
24 H -0.93098 -3.55210 0.29658
25 H 0.63117 -2.75619 0.99107
26 H 0.85353 -3.38967 -3.26696
27 H -1.61577 -3.66310 -1.77341
28 H -1.45497 -2.93747 -3.50850
29 H -1.57710 -1.73584 -1.99943
30 H 0.57684 -0.67734 -2.93729
31 H 2.29667 -1.47132 -2.72950
32 H -0.97593 2.82067 -2.24363
33 H -0.70466 1.09081 -2.95845
34 H -2.59593 0.37960 -1.74164
35 H -1.18985 -0.74464 0.01056
36 H -0.79266 0.88518 0.98561
37 H -2.54502 0.14318 0.97494
38 O 0.43449 -3.81945 3.30497
39 C 0.97033 -2.83987 3.79587
40 O 0.64057 -1.54914 3.49798
41 C 1.31952 -0.72624 4.42793
42 C 2.47229 -1.57379 4.85895
43 O 1.97897 -2.89206 4.71434
44 H 1.64162 0.20666 3.95720
45 H 0.64045 -0.49210 5.25444
46 H 3.34699 -1.45043 4.21167
47 H 2.76631 -1.38100 5.89434
48 O 3.30543 -6.08135 -2.20849
49 C 4.51988 -5.96854 -2.19996
50 O 5.24446 -5.34964 -3.17742
51 C 6.56919 -5.23015 -2.69392
52 C 6.66239 -6.31913 -1.67489
53 O 5.33148 -6.44601 -1.21153
54 H 7.29094 -5.35646 -3.50556
55 H 6.69699 -4.23493 -2.25542
56 H 6.97787 -7.27322 -2.11019
57 H 7.33661 -6.06326 -0.85292
58 O -1.21229 -5.58594 -3.24528
59 C -0.59822 -6.44885 -3.85026
60 O -1.13411 -7.63719 -4.25538
61 C -0.18285 -8.24824 -5.10665
62 C 1.10786 -7.62675 -4.68141
63 O 0.71527 -6.35191 -4.20943
64 H -0.18564 -9.33374 -4.97506
65 H -0.43707 -8.01487 -6.14588
66 H 1.58630 -8.17503 -3.86301
67 H 1.81687 -7.53277 -5.50853
68 O -3.98462 8.33069 2.19240
69 C -3.37055 7.46779 1.58742
70 O -3.90645 6.27944 1.18230
71 C -2.95518 5.66839 0.33103
72 C -1.66447 6.28988 0.75626
73 O -2.05706 7.56472 1.22825
74 H -2.95797 4.58289 0.46262
75 H -3.20940 5.90176 -0.70820
76 H -1.18603 5.74160 1.57467
77 H -0.95546 6.38386 -0.07086
78 O -10.14791 10.02463 2.73868
79 C -8.93346 10.13744 2.74722
80 O -8.20889 10.75634 1.76976
81 C -6.88416 10.87583 2.25326
82 C -6.79095 9.78685 3.27229
83 O -8.12186 9.65997 3.73565
84 H -6.16240 10.74952 1.44162
85 H -6.75636 11.87105 2.69175
86 H -6.47547 8.83277 2.83699
87 H -6.11674 10.04273 4.09426
88 O 0.03174 -8.73908 -0.65441
89 C -0.65151 -8.23811 0.22302
90 O -1.79981 -7.53444 0.00003
91 C -2.40363 -7.32223 1.26230
92 C -1.25591 -7.42516 2.21369
93 O -0.36637 -8.30755 1.55626
94 H -2.88929 -6.34328 1.30003
95 H -3.15633 -8.09982 1.42926
96 H -0.75254 -6.46475 2.36707
97 H -1.55538 -7.82857 3.18489
98 O -4.73261 11.42091 4.93689
99 C -5.42239 11.69446 5.90491
100 O -4.97567 11.69780 7.19483
101 C -5.99775 12.27924 7.98238
102 C -7.22970 12.05361 7.16729
103 O -6.74243 12.03625 5.83899
104 H -6.05303 11.79789 8.96262
105 H -5.77618 13.34276 8.11991
106 H -7.70311 11.08996 7.38304
107 H -7.96765 12.84963 7.29943
108 O 9.62342 -3.70803 -3.59396
109 C 9.17156 -3.11395 -4.55863
110 O 9.80406 -2.08737 -5.19859
111 C 9.07238 -1.82752 -6.38185
112 C 7.70912 -2.35079 -6.06455
113 O 7.96649 -3.38890 -5.13815
114 H 9.06581 -0.75740 -6.60643
115 H 9.54289 -2.36294 -7.21313
116 H 7.07361 -1.59858 -5.58538
117 H 7.19596 -2.73843 -6.94890

As for the net charge: 0. The value obtained for the relative energy (zero: lowest compared OMol25 entry of this formula, charge and spin) is 122.71 kcal per mole. Its largest force on an atom is 9.811 eV/Å. The value obtained for the total energy is -4007.15567 Eh. Its SMILES is CC(C)[C@@H](C)COC1=C(C[C@@H](C)Cl)C(=O)OC1=O.O=C1OCCO1.O=C1OCCO1.O=C1OCCO1.O=C1OCCO1.O=C1OCCO1.O=C1OCCO1.O=C1OCCO1.O=C1OCCO1. The lowest unoccupied orbital energy comes out at -0.070 hartree.